No. 1
This record from the Open Molecules 2025 dataset describes a molecular structure, C52H44N9O3P2Sn in a non-equilibrium geometry. The level of theory is the ωB97M-V functional and the def2-TZVPD basis.

```
! RIJCOSX wB97M-V def2-TZVPD def2/J DEFGRID3
* xyz 3 1
Sn -0.548 0.426 -0.528
C 3.721 -2.730 0.209
N 2.478 -1.910 0.365
P 2.582 -0.202 0.267
C 3.222 0.320 1.869
C 4.597 0.409 2.106
C 5.039 0.782 3.366
C 4.130 1.065 4.379
C 2.762 0.968 4.145
C 2.308 0.599 2.890
C 3.743 0.197 -0.990
C 4.354 1.468 -0.932
C 5.164 1.884 -1.969
C 5.350 1.061 -3.078
C 4.716 -0.181 -3.161
C 3.897 -0.605 -2.138
P 1.011 -2.746 0.361
C 1.207 -4.229 -0.589
C 1.306 -5.494 0.007
C 1.445 -6.608 -0.802
C 1.458 -6.473 -2.187
C 1.355 -5.218 -2.782
C 1.220 -4.096 -1.988
C 0.586 -3.157 2.026
C -0.563 -3.950 2.223
C -0.958 -4.266 3.506
C -0.244 -3.765 4.595
C 0.893 -2.981 4.402
C 1.309 -2.664 3.124
H 4.589 -2.080 0.272
H 3.744 -3.268 -0.735
H 3.766 -3.454 1.023
H 5.318 0.198 1.327
H 6.102 0.860 3.553
H 4.489 1.363 5.355
H 2.055 1.180 4.936
H 1.243 0.504 2.708
H 4.199 2.110 -0.074
H 5.647 2.851 -1.923
H 5.984 1.393 -3.891
H 4.861 -0.805 -4.032
H 3.386 -1.556 -2.218
H 1.306 -5.600 1.083
H 1.544 -7.587 -0.351
H 1.540 -7.355 -2.809
H 1.360 -5.124 -3.860
H 1.114 -3.116 -2.442
H -1.125 -4.327 1.375
H -1.823 -4.896 3.666
H -0.581 -3.979 5.600
H 1.450 -2.613 5.253
H 2.206 -2.072 2.972
C -0.429 6.014 -0.515
N 0.056 4.672 -0.175
C 0.251 3.628 -0.965
N 0.664 2.583 -0.239
C 0.708 3.104 1.031
N 0.355 4.357 1.103
C -1.566 6.473 0.373
C -1.712 7.840 0.565
C -2.722 8.332 1.376
C -3.585 7.459 2.013
C -3.458 6.088 1.805
C -2.447 5.594 0.988
C -4.448 5.215 2.438
N -5.275 5.545 3.367
N -6.072 4.447 3.604
C -5.680 3.519 2.807
O -4.631 3.926 2.040
C -6.307 2.212 2.614
C -7.408 1.884 3.401
C -8.082 0.697 3.178
C -7.654 -0.175 2.188
C -6.559 0.144 1.402
C -6.144 -0.809 0.303
N -4.687 -0.942 0.215
C -3.838 -0.331 -0.593
N -2.596 -0.682 -0.259
C -2.774 -1.525 0.802
N -4.027 -1.704 1.115
C -5.880 1.337 1.621
H -0.730 5.995 -1.562
H 0.407 6.703 -0.411
H 0.108 3.641 -2.034
H 1.035 2.557 1.898
H -1.018 8.527 0.092
H -2.827 9.400 1.515
H -4.367 7.820 2.669
H -2.352 4.521 0.860
H -7.724 2.571 4.175
H -8.948 0.447 3.775
H -8.179 -1.111 2.032
H -6.510 -0.476 -0.668
H -6.539 -1.801 0.500
H -4.125 0.333 -1.395
H -1.964 -1.992 1.339
H -5.019 1.607 1.016
O -1.438 1.496 -2.146
C -2.190 2.201 -1.375
O -2.080 2.010 -0.129
C -3.133 3.166 -1.945
C -4.174 3.653 -1.150
C -5.098 4.527 -1.693
C -4.972 4.928 -3.019
C -3.930 4.450 -3.810
C -3.016 3.559 -3.280
H -4.243 3.339 -0.118
H -5.918 4.893 -1.090
H -5.697 5.610 -3.444
H -3.847 4.769 -4.840
H -2.215 3.159 -3.892
*
```

The value obtained for the energy above the lowest of the compared OMol25 structures with the same formula, charge and spin is 2.213 eV. As for the total energy: -98576.814 eV. The calculation puts the HOMO energy (spin up / spin down) at -13.920 / -13.920 eV. The calculation puts the HOMO-LUMO gap (spin up / spin down) at 3.074 / 3.147 eV.

Results of the Mulliken charge analysis, in e, for atoms 1 through 8: 1.40, -1.14, 0.45, 1.09, 1.04, -0.54, -0.84, -0.72

=====

No. 2
This record from the Open Molecules 2025 dataset describes a molecular structure, C52H45GeInN8O7P in a non-equilibrium geometry. The level of theory is the ωB97M-V functional and the def2-TZVPD basis.

```
! RIJCOSX wB97M-V def2-TZVPD def2/J DEFGRID3
* xyz -1 1
In 12.189 15.518 11.311
O 8.542 21.891 8.351
N 8.610 20.667 8.420
O 7.927 20.002 7.624
C 9.461 19.987 9.422
C 9.337 20.332 10.733
C 9.962 19.626 11.746
C 9.801 19.933 13.102
C 10.329 19.115 14.021
C 11.100 18.024 13.619
N 11.192 17.629 12.375
C 10.720 18.427 11.399
C 10.686 17.893 9.996
N 11.801 17.066 9.718
C 12.113 16.929 8.446
C 11.731 17.772 7.409
C 10.746 18.725 7.659
C 10.290 18.894 8.956
H 8.805 21.357 10.932
H 9.257 20.822 13.305
H 10.069 19.352 15.063
H 11.549 17.427 14.445
H 12.804 16.160 8.200
H 12.165 17.516 6.408
H 10.462 19.403 6.854
N 11.222 14.090 13.264
N 9.883 14.642 13.470
C 9.276 15.044 12.226
N 8.006 15.244 12.117
N 10.130 15.032 11.162
N 9.670 15.589 9.985
O 9.394 16.982 10.186
O 8.447 15.055 9.551
H 11.261 13.110 12.928
H 11.669 14.176 14.206
H 9.351 13.882 13.847
H 7.666 15.240 13.057
H 7.823 15.158 10.286
C 14.575 14.520 12.353
O 14.779 14.255 10.931
C 13.603 14.225 10.152
O 13.727 13.870 9.008
H 15.608 14.441 12.679
H 14.025 13.626 12.735
H 13.206 15.529 13.585
O 10.526 11.441 11.761
P 9.747 10.937 10.597
C 8.034 10.806 10.998
C 7.337 11.953 11.220
C 6.023 11.865 11.569
C 5.360 10.651 11.799
C 6.149 9.513 11.557
C 7.469 9.579 11.206
C 9.806 11.871 9.079
C 11.069 12.436 8.933
C 11.408 13.031 7.722
C 10.474 12.951 6.669
C 9.260 12.285 6.813
C 8.929 11.639 8.014
C 10.327 9.166 10.269
C 11.082 8.648 11.326
C 11.446 7.334 11.183
C 11.097 6.604 10.098
C 10.266 7.153 9.132
C 9.937 8.504 9.137
H 7.764 12.929 11.257
H 5.477 12.864 11.620
H 4.354 10.619 12.080
H 5.621 8.586 11.607
H 7.967 8.703 10.991
H 11.728 12.321 9.711
H 12.327 13.554 7.616
H 10.723 13.397 5.710
H 8.685 12.266 5.931
H 8.031 11.059 8.208
H 11.323 9.293 12.080
H 12.015 6.689 11.866
H 11.363 5.625 10.019
H 10.074 6.448 8.378
H 9.554 9.133 8.321
C 13.848 15.791 12.761
Ge 14.972 17.368 13.137
C 14.230 19.019 12.351
C 14.076 19.110 10.953
C 13.344 20.130 10.299
C 12.791 21.137 11.102
C 12.948 21.109 12.463
C 13.632 20.019 13.075
C 15.333 17.746 15.061
C 15.397 16.733 15.996
C 15.548 17.139 17.338
C 15.634 18.411 17.850
C 15.724 19.394 16.860
C 15.526 19.057 15.545
C 16.734 17.179 12.346
C 17.789 17.952 12.880
C 18.948 18.099 12.210
C 19.173 17.377 11.034
C 18.172 16.545 10.507
C 16.941 16.419 11.184
H 14.458 18.279 10.286
H 13.218 20.122 9.254
H 12.234 21.973 10.696
H 12.655 21.956 13.080
H 13.560 20.034 14.185
H 15.259 15.696 15.648
H 15.539 16.420 18.148
H 15.616 18.510 18.935
H 15.930 20.416 17.131
H 15.581 19.851 14.852
H 17.474 18.575 13.736
H 19.768 18.778 12.467
H 20.058 17.697 10.468
H 18.237 16.056 9.564
H 16.203 15.781 10.702
*
```

The value obtained for the energy above the lowest of the compared OMol25 structures with the same formula, charge and spin is 2.557 eV. As for the total energy: -151878.813 eV. The calculation puts the HOMO energy at -4.470 eV. The calculation puts the HOMO-LUMO gap at 6.344 eV.

Results of the Mulliken charge analysis, in e, for atoms 1 through 8: 2.28, -0.63, 0.98, -0.54, -0.02, -1.04, 0.94, -0.92